1.
Molecular formula: C4H9NO2
Method: DFT, ωB97M-V/def2-TZVPD

SMILES = C[C@@H](CO)NC=O
HOMO-LUMO gap = 10.651 eV

ORCA input file:
```
! wB97M-V def2-TZVPD RIJCOSX def2/J DEFGRID3
* xyz 0 1
C 0.79 -0.52 -1.60
C 0.54 -0.27 -0.11
C 0.58 1.24 0.19
O 0.70 1.57 1.54
N -0.73 -0.93 0.23
C -1.69 -0.57 1.11
O -1.73 0.42 1.82
H 0.63 -1.57 -1.86
H 1.82 -0.25 -1.87
H 0.10 0.09 -2.20
H 1.35 -0.73 0.49
H 1.47 1.63 -0.32
H -0.30 1.70 -0.29
H -0.16 1.34 1.93
H -0.85 -1.84 -0.20
H -2.51 -1.31 1.12
*
```

These are the natural (NBO) partial charges, in e, on atoms 1 to 4: number 1, C, carries -0.610; number 2, C, carries -0.081; number 3, C, carries -0.065; number 4, O, carries -0.732

2.
Molecular formula: C4H9NO2
Method: DFT, ωB97M-V/def2-TZVPD

SMILES = CCN=C=O.CO
HOMO-LUMO gap = 10.789 eV

ORCA input file:
```
! wB97M-V def2-TZVPD RIJCOSX def2/J DEFGRID3
* xyz 0 1
C -1.71 0.89 0.67
C -1.83 -0.56 0.22
N -0.52 -1.20 0.11
C 0.30 -1.54 0.94
O 1.16 -1.91 1.64
O 1.15 0.62 -1.58
C 2.39 0.49 -0.91
H -1.12 1.46 -0.04
H -2.71 1.33 0.75
H -1.23 0.95 1.65
H -2.45 -1.15 0.90
H -2.29 -0.62 -0.77
H 0.64 -0.18 -1.38
H 3.08 -0.20 -1.43
H 2.86 1.48 -0.89
H 2.28 0.15 0.13
*
```

These are the natural (NBO) partial charges, in e, on atoms 1 to 4: number 1, C, carries -0.621; number 2, C, carries -0.207; number 3, N, carries -0.586; number 4, C, carries 0.867

Computed values of energy above the lowest of the compared OMol25 structures with the same formula, charge and spin (unit: kcal/mol) for the preceding records, in sequence: 19.1 34.3.
Computed values of HOMO (unit: eV) for the preceding records, in sequence: -9.94 -10.12.
Computed values of E_tot (unit: Ha) for the preceding records, in sequence: -363.0551 -363.0309.